(1)
Here is a 9-piece molecular cluster, C39H72F24O9 overall at a distorted geometry from the Open Molecules 2025 dataset. Energies are from ωB97M-V/def2-TZVPD.

```
144
Properties=species:S:1:pos:R:3:forces:R:3
C 11.247 16.639 7.014 0.64 -0.87 1.86
C 12.110 17.271 8.110 -0.07 1.45 -0.48
O 11.244 17.631 9.205 -0.28 -1.01 -1.32
C 11.933 17.964 10.370 0.36 0.76 -1.17
C 11.051 18.800 11.256 0.44 -0.63 0.15
H 11.851 16.313 6.174 -0.01 -0.04 -0.13
H 10.762 15.781 7.519 0.08 0.20 -0.67
H 10.495 17.334 6.727 -0.59 0.49 -0.42
H 12.965 16.664 8.427 -0.29 -0.32 0.14
H 12.580 18.216 7.699 -0.36 -0.62 0.44
H 12.328 17.059 10.835 0.19 0.01 0.33
H 12.746 18.612 10.006 0.42 -0.14 0.54
H 10.374 18.153 11.820 -0.06 0.40 0.03
H 10.508 19.523 10.641 0.06 -0.06 0.26
H 11.780 19.285 11.903 -0.51 0.34 0.53
C 17.636 12.435 12.450 1.48 0.29 -0.23
C 18.927 11.671 12.832 -0.34 0.37 -1.41
O 19.746 11.765 11.624 -0.52 -0.11 0.95
C 21.139 11.559 11.773 -0.22 -0.05 1.37
C 21.896 12.194 10.645 -0.10 -0.57 -0.09
H 17.905 13.514 12.371 -0.44 -0.64 0.33
H 17.343 12.149 11.438 -0.20 -0.27 0.20
H 16.865 12.232 13.176 -0.43 0.22 0.14
H 19.380 12.137 13.717 0.35 0.07 -0.31
H 18.709 10.627 13.101 0.13 0.06 -0.28
H 21.426 11.992 12.735 0.23 0.16 0.12
H 21.397 10.489 11.858 -0.24 0.11 -0.22
H 21.741 13.276 10.584 0.00 -0.26 -0.02
H 21.518 11.684 9.749 0.46 0.44 -0.17
H 22.957 11.962 10.819 -0.25 0.19 -0.40
C 11.607 9.435 10.506 -0.17 -0.70 0.50
C 13.078 9.217 10.707 0.71 0.94 0.14
O 13.323 8.949 12.086 -0.55 0.01 -0.32
C 14.676 8.720 12.418 -0.16 1.03 0.75
C 14.705 7.792 13.603 0.55 -0.76 -0.26
H 11.399 9.644 9.473 -0.08 0.05 -0.60
H 11.103 8.500 10.783 -0.23 0.42 0.00
H 11.233 10.280 11.087 0.04 -0.21 0.13
H 13.455 8.374 10.091 -0.07 0.45 0.20
H 13.595 10.173 10.434 0.06 -0.75 -0.02
H 15.181 8.292 11.560 0.33 -0.20 -0.12
H 15.163 9.673 12.694 -0.04 -0.05 -0.38
H 14.219 8.129 14.529 -0.01 0.07 -0.58
H 15.744 7.539 13.847 -0.12 0.10 0.03
H 14.244 6.888 13.214 -0.24 -0.35 0.55
C 18.399 18.710 13.141 0.72 -1.82 0.61
C 17.824 17.291 13.126 -0.47 -0.32 -0.05
O 17.563 16.883 14.473 0.87 0.68 -0.17
C 17.521 15.489 14.628 -0.06 -0.17 0.79
C 17.246 15.174 16.132 1.52 -0.76 -0.97
H 19.403 18.657 13.597 -0.37 0.17 -0.16
H 18.496 19.092 12.142 -0.20 0.43 -0.36
H 17.760 19.266 13.797 -0.22 0.61 0.02
H 16.870 17.229 12.585 -0.09 0.32 -0.06
H 18.452 16.544 12.605 0.26 0.35 0.36
H 16.710 15.146 13.985 -0.24 -0.59 0.07
H 18.458 15.009 14.239 -0.49 0.35 0.51
H 18.058 15.538 16.798 -0.57 0.16 -0.53
H 17.270 14.090 16.258 -0.08 -0.12 -0.08
H 16.276 15.474 16.468 -0.56 0.52 0.10
C 12.839 17.090 14.554 0.19 -0.42 -0.37
C 13.886 16.592 13.574 2.08 0.22 1.55
O 13.445 15.446 12.957 -1.52 -1.00 -0.68
C 14.190 14.983 11.869 0.45 -1.89 0.01
C 13.477 13.767 11.245 -0.84 1.38 0.13
H 13.174 17.944 15.119 0.34 0.30 0.13
H 11.942 17.395 14.014 -0.15 -0.24 0.08
H 12.643 16.286 15.269 -0.30 0.17 -0.05
H 14.198 17.331 12.858 -0.18 0.68 -0.62
H 14.861 16.324 14.096 -0.89 0.48 -0.06
H 14.342 15.751 11.122 0.13 0.40 -0.22
H 15.163 14.571 12.211 0.00 0.63 0.02
H 12.522 14.096 10.815 0.13 -0.11 -0.04
H 13.243 13.013 11.972 0.05 -0.32 0.55
H 14.056 13.312 10.468 0.46 -0.14 -0.42
C 15.835 18.130 9.504 -0.76 0.63 1.33
C 16.440 16.763 9.419 -0.64 -0.75 -0.13
O 15.426 15.982 8.755 1.33 0.41 0.68
C 15.857 14.664 8.591 0.12 -0.48 0.43
C 14.777 13.986 7.875 -0.45 -1.94 -0.27
H 14.903 18.094 10.161 1.22 0.09 -0.77
H 16.501 18.924 9.878 -0.08 -0.42 0.07
H 15.522 18.426 8.515 -0.17 0.09 -0.36
H 17.347 16.701 8.822 0.25 0.31 -0.20
H 16.689 16.276 10.384 -0.26 0.41 -0.15
H 16.785 14.528 8.032 0.33 0.62 -0.12
H 16.035 14.135 9.551 -0.07 0.48 0.00
H 15.005 12.910 7.844 -0.08 0.22 -0.48
H 14.549 14.390 6.912 0.31 0.16 -0.82
H 13.864 14.048 8.409 -0.96 0.19 0.76
C 13.768 11.600 16.271 0.43 0.71 0.17
C 13.697 12.978 15.585 0.88 -0.90 2.28
C 12.422 13.248 14.937 -2.04 1.38 0.59
F 12.226 12.238 14.094 -0.71 -0.71 -0.96
F 11.387 13.264 15.866 0.62 -0.20 -0.62
F 13.929 13.897 16.570 0.06 0.29 -0.39
F 14.604 13.141 14.618 1.08 -0.11 -0.32
O 15.091 11.528 16.801 0.66 -0.38 0.25
C 15.622 10.268 16.872 -1.80 1.56 -0.66
C 16.984 10.300 17.459 0.19 -0.67 2.61
F 16.930 10.899 18.706 0.29 -0.47 -1.08
F 17.245 8.956 17.659 0.79 1.18 -0.23
F 14.749 9.445 17.496 0.49 -0.06 0.02
F 15.823 9.782 15.636 -0.25 -0.59 -1.00
H 13.620 10.801 15.557 -0.37 -0.13 -0.08
H 13.059 11.604 17.116 0.07 -0.21 -0.60
H 12.460 14.217 14.431 -0.22 -0.23 -0.19
H 17.718 10.834 16.835 -0.12 -0.53 0.20
C 9.008 10.115 14.271 1.49 0.03 0.35
C 9.767 8.778 14.136 -1.16 -0.56 1.47
C 11.234 8.810 14.599 -0.71 0.10 -1.39
F 11.253 9.406 15.810 0.40 0.00 0.34
F 11.696 7.539 14.706 -0.05 0.63 0.01
F 9.140 7.926 15.052 0.09 0.49 -0.62
F 9.635 8.220 12.924 0.21 0.17 -0.01
O 9.487 11.008 13.253 -0.33 0.35 -0.07
C 8.585 11.995 12.882 2.45 -1.11 -1.88
C 9.307 13.072 12.043 0.21 2.14 0.85
F 10.083 12.550 11.123 0.68 -0.97 -0.95
F 8.424 13.915 11.386 0.11 -0.95 0.77
F 7.665 11.439 12.094 -1.30 -0.14 0.13
F 8.091 12.568 13.936 -1.59 0.79 1.48
H 9.288 10.513 15.254 -0.19 -0.02 -0.20
H 7.946 9.949 14.274 -0.44 -0.19 -0.44
H 11.784 9.395 13.852 0.57 -0.26 0.31
H 9.925 13.729 12.695 -0.40 -0.47 -0.15
C 15.771 20.996 14.508 -0.08 -1.36 -1.05
C 14.872 20.719 13.287 -0.06 -2.40 2.96
C 14.720 21.786 12.336 -0.16 2.28 -1.11
F 14.113 22.890 12.965 1.22 -1.35 -1.08
F 15.993 22.043 11.919 -0.18 1.00 0.07
F 15.402 19.632 12.627 -0.54 0.41 0.10
F 13.635 20.378 13.764 0.19 -0.06 -0.54
O 15.574 19.758 15.281 -0.72 0.87 -2.97
C 16.032 19.825 16.479 -0.16 -1.29 3.68
C 16.066 18.420 17.184 -0.41 0.96 -0.46
F 16.490 18.555 18.471 -0.76 0.09 -0.37
F 14.818 17.896 17.089 0.14 -0.02 0.66
F 17.267 20.278 16.524 2.03 0.92 0.02
F 15.298 20.684 17.259 -0.13 0.08 0.01
H 15.442 21.890 15.039 0.18 -0.17 0.08
H 16.812 21.013 14.120 -0.65 0.38 0.63
H 14.171 21.482 11.455 -0.55 0.20 -0.05
H 16.750 17.764 16.703 0.57 -0.48 -0.67
```
Forces are in eV/Å.

Output
Frontier orbital gap = 10.0 eV
Electronic energy = -125255.22242 eV
SMILES string = FC(F)C(F)(F)COC(F)(F)C(F)F.FC(F)C(F)(F)COC(F)(F)C(F)F.FC(F)C(F)(F)COC(F)(F)C(F)F.CCOCC.CCOCC.CCOCC.CCOCC.CCOCC.CCOCC
Largest force on an atom = 3.90 eV/Å
Total charge = 0


(2)
Here is a 2-piece molecular cluster, C25H30B2Cl3O3S overall at a distorted geometry from the Open Molecules 2025 dataset. Energies are from ωB97M-V/def2-TZVPD.

```
64
Properties=species:S:1:pos:R:3:forces:R:3
Cl 1.145 -2.672 4.616 0.24 -0.05 0.13
B 1.525 -0.996 3.892 -0.30 0.52 -0.34
Cl 0.690 0.358 4.928 0.02 -0.16 0.23
Cl 3.382 -0.591 3.954 0.17 -0.28 0.24
O 1.112 -0.966 2.523 0.34 -0.35 0.60
C 0.232 0.010 1.994 0.37 0.44 0.83
C -1.198 -0.366 2.374 0.04 0.10 0.19
C -2.081 0.658 2.712 -0.27 -0.29 0.08
C -3.260 0.403 3.407 -0.22 -0.44 -0.08
C -3.584 -0.916 3.774 0.15 0.04 0.16
C -2.707 -1.962 3.432 -0.30 0.51 -0.24
C -1.547 -1.687 2.704 -0.11 0.24 0.06
H 0.462 0.995 2.486 -0.60 -0.65 0.19
H -1.813 1.673 2.443 0.02 0.08 0.18
H -3.915 1.238 3.684 0.21 -0.37 -0.09
H -4.494 -1.120 4.369 0.60 0.13 -0.40
H -2.911 -2.993 3.745 0.01 0.45 -0.17
H -0.895 -2.514 2.442 0.14 0.26 0.14
C -5.248 -1.182 -0.132 -0.67 -0.17 0.18
C -3.823 -0.825 -0.296 0.35 0.05 0.40
C -3.452 0.533 -0.230 0.56 -0.73 0.37
C -2.136 0.873 -0.508 -0.50 -0.48 -0.71
C -1.353 -0.148 -1.092 -0.13 -0.29 2.09
B 1.033 0.337 0.696 -2.33 -1.05 -1.78
C -0.555 0.129 -2.217 2.20 1.20 -1.76
C -0.302 1.359 -2.841 -0.76 -1.00 0.96
C 0.171 1.227 -4.163 0.41 -1.17 -0.42
C 0.366 -0.104 -4.518 -0.31 1.21 0.56
C 0.797 -0.630 -5.828 0.37 -0.11 -0.04
S -0.017 -1.193 -3.238 -0.51 1.15 -0.03
O 1.196 1.618 0.209 0.76 -0.28 0.47
C 2.621 1.584 -0.093 -0.19 0.17 -0.03
C 2.852 2.600 -1.193 0.38 0.17 -0.13
C 3.268 2.031 1.219 0.18 -0.08 -0.03
C 2.901 0.051 -0.476 -0.39 -0.50 -0.09
C 3.140 -0.211 -1.951 -0.16 0.22 -0.39
C 3.966 -0.668 0.333 0.28 0.26 0.33
O 1.659 -0.615 -0.086 0.70 0.81 0.51
C -1.548 -1.479 -0.654 -0.53 0.25 -0.46
C -2.851 -1.842 -0.359 -0.20 0.82 0.48
H -5.373 -2.258 -0.287 -0.22 0.17 0.14
H -5.629 -0.897 0.862 0.06 -0.20 -0.27
H -5.838 -0.650 -0.884 -0.17 -0.11 0.06
H -4.192 1.269 0.084 0.21 -0.11 -0.02
H -1.704 1.867 -0.372 -0.42 -0.09 -0.53
H -0.560 2.293 -2.339 0.08 -0.26 -0.34
H 0.325 2.054 -4.864 0.01 -0.34 0.32
H 0.786 0.177 -6.562 0.12 -0.15 -0.05
H 1.808 -1.040 -5.722 -0.06 0.00 -0.39
H 0.126 -1.426 -6.149 0.07 -0.06 -0.20
H 3.912 2.637 -1.473 -0.14 -0.11 -0.09
H 2.238 2.396 -2.077 0.17 -0.01 0.20
H 2.604 3.598 -0.811 -0.10 -0.19 -0.04
H 4.340 2.190 1.094 0.09 -0.09 0.11
H 2.808 2.984 1.509 0.10 -0.19 -0.06
H 3.097 1.308 2.036 0.14 0.28 -0.33
H 4.102 0.202 -2.284 -0.21 -0.04 0.10
H 3.143 -1.288 -2.148 0.06 0.11 0.22
H 2.336 0.206 -2.560 0.11 0.13 -0.02
H 4.939 -0.188 0.196 0.08 -0.06 0.05
H 3.713 -0.688 1.401 0.14 0.02 -0.34
H 4.035 -1.707 -0.013 -0.05 0.26 0.04
H -0.702 -2.165 -0.573 -0.25 0.02 -0.65
H -3.139 -2.873 -0.128 0.18 0.39 -0.07
```
Forces are in eV/Å.

Output
Frontier orbital gap = 7.2 eV
Electronic energy = -82317.46640 eV
Energy above the lowest of the compared OMol25 structures with the same formula, charge and spin = 22.2 kcal per mole
Largest force on an atom = 3.12 eV/Å
Total charge = -1